(1)
{
  "formula": "C15H14CoN5OS",
  "method": "wB97M-V/def2-TZVPD",
  "total_energy_ev": -73741.57093,
  "total_charge": 0,
  "homo_lumo_gap_ev": [7.50, 7.50],
  "mol_weight_g_mol": 371.31,
  "spin_multiplicity": 5,
  "homo_ev": [-7.45, -7.48],
  "symbols": ["Co", "N", "C", "C", "C", "C", "C", "N", "C", "C", "C", "C", "C", "N", "H", "H", "H", "H", "H", "H", "H", "H", "H", "O", "C", "C", "C", "C", "N", "C", "S", "N", "H", "H", "H", "H", "H"],
  "positions_angstrom": [[1.864, -0.308, 0.707], [-0.734, -2.590, 0.441], [-1.079, -1.452, 1.149], [-2.387, -1.404, 1.661], [-2.814, -0.291, 2.329], [-1.943, 0.794, 2.456], [-0.690, 0.658, 1.923], [-0.227, -0.440, 1.310], [0.391, -2.998, -0.251], [0.338, -4.240, -0.903], [1.440, -4.692, -1.571], [2.605, -3.921, -1.583], [2.576, -2.724, -0.920], [1.486, -2.245, -0.266], [-1.488, -3.255, 0.394], [-3.048, -2.250, 1.516], [-3.821, -0.255, 2.725], [-2.221, 1.721, 2.934], [0.017, 1.476, 1.889], [-0.571, -4.827, -0.870], [1.402, -5.649, -2.076], [3.506, -4.240, -2.086], [3.431, -2.060, -0.860], [3.563, -0.803, 0.724], [-1.489, 2.574, -1.956], [-0.456, 3.259, -1.108], [-0.349, 4.642, -1.028], [0.643, 5.124, -0.190], [1.457, 4.342, 0.514], [1.278, 3.018, 0.373], [2.404, 1.925, 1.199], [0.359, 2.462, -0.425], [-2.129, 3.287, -2.476], [-2.116, 1.934, -1.329], [-1.003, 1.933, -2.693], [-0.998, 5.301, -1.586], [0.801, 6.192, -0.066]],
  "lowdin_charge": [0.4962, 0.1309, -0.2692, -0.0171, -0.0555, -0.0441, -0.1422, 0.0620, -0.2780, -0.0165, -0.0591, -0.0491, -0.1068, 0.0643, 0.1333, 0.1127, 0.1136, 0.1109, 0.0370, 0.1129, 0.1133, 0.1088, 0.0874, -0.4440, -0.0356, -0.3464, -0.0335, -0.1407, 0.0499, -0.7997, 0.6052, 0.0685, 0.0712, 0.0745, 0.0805, 0.0995, 0.1049]
}

=====

(2)
{
  "formula": "C8H7F3NO2",
  "method": "wB97M-V/def2-TZVPD",
  "total_energy_ev": -22147.00798,
  "total_charge": -1,
  "homo_lumo_gap_ev": 5.93,
  "mol_weight_g_mol": 206.14,
  "homo_ev": -2.78,
  "symbols": ["C", "C", "C", "C", "C", "C", "C", "C", "N", "O", "O", "F", "F", "F", "H", "H", "H", "H", "H", "H", "H"],
  "positions_angstrom": [[2.548, 0.403, 0.875], [1.872, 0.934, 1.997], [1.577, -0.005, -0.033], [0.507, 0.967, 1.642], [-0.450, -3.031, -0.596], [-0.528, 0.357, -1.861], [-0.771, 0.185, -0.370], [-2.059, 0.358, 0.114], [0.381, 0.373, 0.466], [-1.519, -2.700, -0.376], [0.592, -3.427, -0.803], [-2.324, 0.405, 1.420], [-2.692, 1.887, -0.231], [-3.091, -0.305, -0.490], [3.581, 0.067, 0.959], [2.473, 1.511, 2.670], [1.641, -0.654, -0.958], [-0.341, 1.412, 2.115], [-1.469, 0.559, -2.369], [-0.114, -0.470, -2.248], [0.185, 1.177, -1.924]],
  "lowdin_charge": [-0.1475, -0.1254, -0.1365, -0.0963, -0.4661, -0.0531, -0.2519, -0.4837, -0.0860, 0.2259, 0.2072, 0.0900, -0.2689, 0.0537, 0.0740, 0.0620, 0.1279, 0.1068, 0.0848, 0.0006, 0.0825]
}

=====

(3)
{
  "formula": "C38H29Cl3F5N8O4RuS4Se",
  "method": "wB97M-V/def2-TZVPD",
  "total_energy_ev": -222410.24803,
  "total_charge": 0,
  "homo_lumo_gap_ev": [6.13, 6.12],
  "mol_weight_g_mol": 1171.35,
  "spin_multiplicity": 2,
  "homo_ev": [-7.29, -7.29],
  "symbols": ["Ru", "O", "C", "C", "C", "C", "C", "C", "C", "O", "N", "N", "C", "S", "C", "C", "S", "H", "H", "H", "H", "H", "H", "H", "H", "H", "O", "N", "C", "C", "C", "C", "C", "S", "H", "H", "H", "H", "F", "C", "F", "C", "F", "F", "F", "Se", "N", "C", "C", "C", "C", "N", "C", "N", "H", "H", "H", "Cl", "C", "C", "C", "C", "C", "C", "N", "C", "C", "N", "C", "O", "C", "C", "C", "Cl", "S", "C", "C", "C", "Cl", "C", "H", "H", "H", "H", "H", "H", "H", "H", "H", "H", "H", "H", "H"],
  "positions_angstrom": [[1.029, -0.937, 0.134], [1.841, -0.753, 4.675], [2.645, 0.324, 4.642], [3.196, 0.738, 5.857], [4.031, 1.833, 5.914], [4.344, 2.547, 4.758], [3.791, 2.152, 3.557], [2.935, 1.050, 3.477], [2.327, 0.685, 2.179], [1.814, -0.484, 2.049], [2.322, 1.580, 1.234], [1.719, 1.107, 0.058], [1.843, 1.981, -0.876], [1.391, 1.741, -2.536], [1.262, 3.512, -2.871], [2.443, 4.179, -2.194], [2.561, 3.542, -0.499], [1.689, -1.079, 3.764], [2.950, 0.167, 6.743], [4.454, 2.130, 6.866], [5.009, 3.399, 4.800], [4.006, 2.693, 2.645], [0.315, 3.888, -2.484], [1.284, 3.645, -3.953], [2.313, 5.260, -2.137], [3.365, 3.970, -2.737], [-0.038, -2.365, 1.158], [-0.045, -3.721, 1.314], [-1.132, -4.330, 0.766], [-1.383, -5.651, 0.936], [-0.487, -6.391, 1.737], [0.551, -5.758, 2.340], [0.805, -4.353, 2.198], [2.053, -3.592, 2.997], [-1.755, -3.661, 0.202], [-2.246, -6.097, 0.465], [-0.638, -7.452, 1.893], [1.233, -6.280, 2.996], [1.527, -1.292, -2.654], [0.404, -1.332, -1.839], [-0.460, -0.400, -2.390], [-0.275, -2.653, -2.246], [-1.544, -2.694, -1.782], [-0.351, -2.782, -3.573], [0.377, -3.723, -1.770], [5.405, 0.209, -1.684], [6.085, -1.426, -1.518], [5.116, -2.177, -1.042], [5.203, -3.578, -0.774], [4.084, -4.185, -0.331], [2.877, -3.443, -0.113], [2.749, -2.164, -0.290], [3.860, -1.510, -0.795], [3.798, -0.238, -1.083], [6.136, -4.101, -0.932], [4.055, -5.241, -0.104], [2.004, -3.993, 0.189], [-3.455, -3.088, -5.072], [-3.764, -1.775, -3.987], [-4.756, -1.894, -3.027], [-4.954, -0.841, -2.158], [-4.204, 0.340, -2.198], [-4.489, 1.331, -1.074], [-4.259, 0.668, 0.306], [-2.852, 0.629, 0.646], [-2.215, 1.394, 1.597], [-0.902, 1.058, 1.538], [-0.731, 0.111, 0.556], [-1.918, -0.125, 0.045], [-3.691, 2.472, -1.202], [-4.114, 3.606, -0.460], [-3.110, 4.686, -0.693], [-3.221, 5.664, -1.632], [-4.535, 5.906, -2.709], [-1.859, 6.704, -1.679], [-1.092, 5.811, -0.431], [-1.861, 4.776, -0.007], [-3.263, 0.448, -3.224], [-2.335, 1.871, -3.577], [-3.031, -0.614, -4.097], [-5.350, -2.794, -2.962], [-5.727, -0.941, -1.406], [-5.555, 1.600, -1.116], [-4.659, -0.343, 0.319], [-4.771, 1.220, 1.092], [-2.753, 2.072, 2.237], [-0.082, 1.424, 2.130], [-2.140, -0.817, -0.747], [-4.151, 3.375, 0.611], [-5.115, 3.916, -0.777], [-0.114, 6.093, -0.075], [-1.550, 4.079, 0.759], [-2.272, -0.515, -4.859]],
  "lowdin_charge": [1.3837, 0.0359, -0.2601, -0.0143, -0.0875, -0.0981, -0.0338, -0.0767, -0.4565, -0.1895, 0.0045, -0.2018, -0.9041, 0.9626, -0.5091, -0.5247, 0.9346, 0.0232, 0.1169, 0.1011, 0.0954, 0.1038, 0.0617, 0.0837, 0.0739, 0.0722, -0.2709, -0.1783, -0.0537, -0.0637, -0.0738, -0.1036, -0.7467, 0.7130, 0.1132, 0.1036, 0.1072, 0.0955, -0.0190, -0.4339, -0.0724, -0.5769, 0.1103, 0.1511, 0.1466, 1.1566, -0.2231, -0.3850, 0.0161, -0.0157, -0.1230, 0.0167, -0.4274, -0.2169, 0.1229, 0.1167, 0.0763, 0.6997, -0.6709, -0.0935, -0.0414, -0.1662, -0.2750, -0.0539, -0.0380, -0.0408, -0.0727, -0.0373, -0.0999, -0.1488, -0.1585, -0.3089, -0.9733, 0.6666, 0.9985, -0.4112, -0.1261, -0.5612, 0.7686, -0.1427, 0.1099, 0.1193, 0.1620, 0.1242, 0.1303, 0.1247, 0.1083, 0.1262, 0.1185, 0.1197, 0.0682, 0.1066, 0.1103]
}

=====

(4)
{
  "formula": "C27H26F3N2O3SSe2W",
  "method": "wB97M-V/def2-TZVPD",
  "total_energy_ev": -189046.68138,
  "total_charge": -1,
  "homo_lumo_gap_ev": [5.12, 5.71],
  "mol_weight_g_mol": 857.34,
  "spin_multiplicity": 3,
  "homo_ev": [-3.02, -3.60],
  "symbols": ["W", "O", "C", "C", "C", "O", "C", "Se", "C", "Se", "H", "H", "H", "H", "H", "H", "H", "H", "H", "H", "N", "S", "C", "C", "C", "C", "C", "C", "C", "C", "C", "C", "C", "C", "H", "H", "H", "H", "H", "H", "H", "H", "H", "H", "H", "O", "C", "N", "F", "C", "F", "F", "C", "C", "C", "C", "C", "C", "C", "C", "H", "H", "H", "H", "H"],
  "positions_angstrom": [[-0.528, -1.608, 0.789], [1.469, 0.633, 2.789], [2.423, 0.266, 3.745], [2.555, -1.278, 3.871], [3.644, -1.541, 4.958], [3.877, -2.915, 5.143], [1.229, -1.926, 4.401], [-0.454, -1.608, 3.448], [3.090, -1.919, 2.543], [2.131, -1.608, 0.863], [1.454, 1.626, 2.778], [2.125, 0.689, 4.732], [3.408, 0.695, 3.453], [3.362, -1.063, 5.926], [4.607, -1.071, 4.665], [3.335, -3.203, 5.924], [1.032, -1.541, 5.425], [1.353, -3.027, 4.485], [3.186, -3.019, 2.668], [4.110, -1.524, 2.346], [-0.528, -1.608, -1.270], [-1.721, -1.822, -2.167], [-0.973, -3.132, -3.185], [0.197, -2.987, -3.940], [0.675, -4.042, -4.723], [-0.012, -5.255, -4.756], [-1.173, -5.415, -4.003], [-1.649, -4.358, -3.223], [-1.436, -0.451, -3.328], [-2.062, -0.503, -4.582], [-1.937, 0.549, -5.494], [-1.197, 1.680, -5.153], [-0.596, 1.761, -3.899], [-0.727, 0.707, -2.989], [0.379, -1.605, -1.758], [0.741, -2.048, -3.914], [1.585, -3.910, -5.299], [0.362, -6.076, -5.360], [-1.711, -6.357, -4.013], [-2.550, -4.481, -2.629], [-2.654, -1.375, -4.844], [-2.423, 0.481, -6.461], [-1.100, 2.500, -5.857], [-0.031, 2.642, -3.614], [-0.277, 0.787, -2.003], [-5.015, -1.608, 0.789], [-3.839, -1.608, 0.789], [-2.586, -1.608, 0.789], [-1.315, 8.014, 0.505], [-1.128, 7.322, 1.686], [0.048, 7.745, 2.280], [-2.177, 7.611, 2.543], [-1.030, 5.846, 1.405], [-0.010, 5.362, 0.565], [0.131, 3.987, 0.341], [-0.749, 3.091, 0.960], [-1.784, 3.567, 1.766], [-1.927, 4.934, 1.989], [-0.584, 1.674, 0.833], [-0.528, 0.475, 0.789], [0.689, 6.048, 0.102], [0.936, 3.626, -0.288], [-2.468, 2.874, 2.243], [-2.727, 5.268, 2.637], [-0.528, -3.354, 0.789]],
  "lowdin_charge": [0.7995, -0.2113, -0.2593, -0.5304, -0.2641, -0.0821, -0.5456, 0.5114, -0.5490, 0.4188, 0.1111, 0.1267, 0.1276, 0.1254, 0.1242, 0.1105, 0.0529, 0.0576, 0.0566, 0.0535, -0.5632, 1.0780, -0.3511, -0.0650, -0.0669, -0.0831, -0.0749, -0.0749, -0.3593, -0.0885, -0.0822, -0.0861, -0.0622, -0.0501, 0.0483, 0.1159, 0.1055, 0.1015, 0.1039, 0.1099, 0.1096, 0.1008, 0.1008, 0.1066, 0.0938, 0.0435, -0.4761, -0.1597, 0.0983, -0.4879, 0.0974, 0.0902, -0.1435, -0.0221, -0.0243, -0.2519, -0.0155, -0.0137, -0.1408, -0.2817, 0.1126, 0.1121, 0.1228, 0.1096, -0.1703]
}

=====

(5)
{
  "formula": "C8H12N2O",
  "method": "wB97M-V/def2-TZVPD",
  "total_energy_ev": -13517.45591,
  "total_charge": 0,
  "smiles": "CNC(C)=O.c1ccncc1",
  "homo_lumo_gap_ev": 9.85,
  "mol_weight_g_mol": 152.20,
  "homo_ev": -9.27,
  "symbols": ["C", "N", "C", "C", "O", "H", "H", "H", "H", "H", "H", "H", "C", "C", "C", "N", "C", "C", "H", "H", "H", "H", "H"],
  "positions_angstrom": [[-0.322, -0.219, 0.582], [-0.571, -0.300, 1.993], [-0.114, -1.309, 2.804], [-0.400, -1.141, 4.274], [0.504, -2.244, 2.340], [0.224, -1.121, 0.298], [-1.284, -0.164, 0.030], [0.263, 0.672, 0.331], [-1.145, 0.415, 2.411], [-1.082, -0.328, 4.482], [0.529, -0.971, 4.831], [-0.847, -2.050, 4.652], [-0.057, 2.205, -1.739], [-0.904, 1.527, -2.713], [-0.660, 0.268, -3.025], [0.467, -0.431, -2.740], [1.286, 0.313, -1.977], [1.124, 1.614, -1.484], [-0.414, 3.166, -1.483], [-1.939, 1.903, -2.975], [-1.447, -0.187, -3.606], [2.315, -0.032, -1.864], [1.799, 2.217, -0.931]],
  "lowdin_charge": [-0.0797, -0.0087, -0.5480, -0.0042, 0.0434, 0.0908, 0.1014, 0.0541, 0.1239, 0.0650, 0.0907, 0.0802, -0.0688, -0.0829, -0.2053, 0.1008, -0.1686, -0.1226, 0.0936, 0.1237, 0.1027, 0.1122, 0.1062]
}

=====

(6)
{
  "formula": "H24O12",
  "method": "wB97M-V/def2-TZVPD",
  "total_energy_ev": -24959.90527,
  "total_charge": 0,
  "smiles": "O.O.O.O.O.O.O.O.O.O.O.O",
  "homo_lumo_gap_ev": 9.08,
  "mol_weight_g_mol": 216.18,
  "homo_ev": -10.02,
  "symbols": ["O", "H", "H", "O", "H", "H", "O", "H", "H", "O", "H", "H", "O", "H", "H", "O", "H", "H", "O", "H", "H", "O", "H", "H", "O", "H", "H", "O", "H", "H", "O", "H", "H", "O", "H", "H"],
  "positions_angstrom": [[-0.291, 0.613, -0.288], [0.587, 0.631, 0.127], [-0.261, -0.124, -0.915], [3.098, 2.668, 2.034], [2.873, 1.866, 1.531], [3.521, 2.348, 2.838], [-3.396, 1.249, 0.203], [-2.489, 1.219, -0.137], [-3.339, 1.835, 0.970], [-2.121, -0.757, 1.785], [-2.702, -0.230, 1.208], [-1.239, -0.417, 1.607], [0.677, -0.905, 2.300], [1.351, -0.618, 2.926], [1.039, -1.707, 1.899], [1.008, -2.769, -0.317], [0.360, -3.233, -0.857], [1.377, -2.071, -0.889], [-1.925, -0.771, -2.233], [-2.594, -0.071, -2.251], [-1.662, -0.881, -3.154], [2.107, -0.777, -2.053], [1.527, -0.485, -2.769], [2.795, -1.304, -2.487], [-2.741, -3.267, -1.100], [-2.223, -2.441, -1.137], [-2.428, -3.791, -1.844], [-1.012, 2.796, -2.106], [-0.722, 2.348, -2.906], [-0.792, 2.183, -1.382], [-0.190, 2.400, 2.827], [0.366, 2.592, 3.589], [0.037, 1.495, 2.574], [3.078, 0.510, 0.203], [3.557, -0.114, 0.762], [2.768, -0.019, -0.557]],
  "lowdin_charge": [-0.0522, 0.0417, 0.0203, -0.0643, -0.0180, 0.0291, -0.0502, 0.0030, 0.0673, -0.0741, -0.0081, -0.0376, -0.0417, 0.0512, 0.0389, -0.0496, 0.0366, -0.0132, -0.0365, 0.0731, 0.0624, -0.0392, 0.0839, 0.0956, -0.0671, -0.0061, 0.0231, -0.0627, 0.0194, -0.0094, -0.0518, 0.0332, -0.0034, -0.0559, 0.0610, 0.0014]
}